The following is a quantum chemistry calculation of C32H32N7O5S4Tl as an isolated structure, from the OMol25 dataset.

Values from the calculation:
Relative energy (zero: lowest compared OMol25 entry of this formula, charge and spin) in kcal/mol: 0.86
Orbital gap in eV: 7.695
Molecular weight in g/mol: 927.30
Calculated total energy in eV: -102407.85489
HOMO in eV: -8.00

```
81
Properties=species:S:1:pos:R:3:lowdin_charge:R:1
Tl -0.11 -1.67 0.45 0.704
S 2.27 -2.35 0.57 0.691
S 1.84 -2.69 -4.12 1.116
S -1.17 -2.99 2.57 0.746
S 1.77 1.48 0.20 0.975
O -1.37 -3.53 -0.47 -0.175
O -1.98 2.32 0.21 0.057
O -2.72 -4.16 -2.15 0.053
O -1.16 0.42 1.09 -0.169
O 3.16 1.01 -0.04 -0.501
N 0.83 -0.77 -2.79 0.056
N 0.59 -1.91 -2.06 -0.091
N 1.26 -0.88 2.48 -0.063
N -3.20 -1.33 1.96 0.046
N -1.90 -0.99 -0.92 0.083
N -3.86 -3.28 2.67 -0.152
N 0.90 -4.22 -2.07 0.127
C 2.34 -0.01 4.40 -0.059
C -2.36 -1.86 -1.81 -0.177
C 3.36 0.16 -5.07 -0.101
C 2.40 -1.43 2.06 -0.748
C -2.74 0.83 -2.17 0.025
C -2.79 -2.52 2.39 -0.742
C 1.03 -2.99 -2.62 -0.710
C 2.22 2.55 -2.24 -0.089
C -3.18 -0.06 -3.14 -0.023
C 1.50 2.75 -1.07 -0.325
C 1.22 -0.20 3.63 -0.133
C -2.11 0.31 -1.06 -0.168
C 2.09 3.47 -3.27 -0.086
C -5.10 -2.54 2.51 -0.099
C 0.52 4.73 -1.96 -0.071
C 0.65 3.83 -0.92 -0.065
C -3.83 -4.59 3.27 -0.045
C -1.70 1.12 0.17 -0.608
C 3.17 3.78 3.18 -0.075
C -2.14 -3.33 -1.47 -0.622
C 1.85 0.06 -4.86 -0.241
C 2.02 4.13 3.88 -0.086
C -4.64 -1.25 1.81 -0.105
C 1.83 2.55 1.64 -0.366
C 1.24 4.56 -3.14 -0.085
C 3.08 2.98 2.05 -0.062
C -3.03 -1.43 -2.94 0.023
C 0.77 3.68 3.45 -0.070
C 1.47 -1.00 -3.88 -0.596
C 0.67 2.88 2.33 -0.088
C 3.59 -1.27 2.78 -0.079
C 3.55 -0.55 3.95 -0.061
H 1.35 -0.14 -5.81 0.112
H 3.76 -0.76 -5.51 0.065
H -4.54 -5.24 2.76 0.094
H 2.09 4.76 4.76 0.101
H -2.87 1.90 -2.25 0.124
H -3.40 -2.16 -3.64 0.123
H -0.12 3.96 4.00 0.106
H 0.25 0.18 3.91 0.121
H 3.95 2.67 1.49 0.111
H -5.81 -3.11 1.91 0.125
H 0.07 3.96 -0.01 0.099
H 1.15 -5.02 -2.61 0.102
H 4.51 -1.71 2.42 0.108
H -4.92 -1.25 0.75 0.120
H -0.14 5.58 -1.85 0.106
H 4.45 -0.40 4.53 0.109
H -2.82 -5.00 3.16 0.060
H -2.54 -0.58 1.73 0.086
H 2.66 3.33 -4.18 0.102
H 1.45 0.99 -4.47 0.091
H 2.89 1.70 -2.31 0.094
H 1.15 5.27 -3.94 0.101
H -5.04 -0.35 2.27 0.122
H 0.15 -4.32 -1.38 0.078
H -4.08 -4.54 4.33 0.095
H 3.60 0.98 -5.74 0.073
H -5.56 -2.35 3.49 0.125
H 3.87 0.32 -4.12 0.077
H 2.28 0.57 5.32 0.104
H -0.29 2.50 1.99 0.088
H -3.68 0.31 -4.03 0.111
H 4.13 4.13 3.52 0.103
```